C31H59F8IN13O29P | ωB97M-V with the def2-TZVPD basis set

Cartesian coordinates (Å):
O 1.77969 7.40699 -5.82412
O -5.23710 -6.06186 9.36334
O -10.35931 2.30572 -1.76967
H 1.41612 -1.14391 1.74462
N -9.41142 1.57555 -1.57525
H -1.99780 1.04332 -8.83040
F -4.71203 2.99370 -3.92611
H -0.72359 -2.19824 0.72186
F -1.46239 0.66158 -3.99142
H -0.97979 -0.62139 -0.06297
C -1.98284 2.74593 -5.02356
O 10.37694 3.14176 0.60402
H 6.83725 -0.93521 0.96679
N -4.18620 -1.58467 8.37168
H -9.29823 0.64657 -3.44121
H -3.16968 1.62341 0.21553
O 3.88976 -1.00312 -0.21588
N 11.41051 2.84334 0.04826
C -3.77462 1.75349 -2.10722
H -4.40946 -1.03081 0.87951
F -0.73871 2.85593 -5.57600
N 1.34245 6.66990 -4.96807
H 9.93229 2.09830 3.30297
H 1.36108 -1.39143 0.02822
N -2.37569 0.22475 -10.72512
H 5.82154 -4.52195 -2.45201
C 6.80108 -4.51650 -2.91236
H 8.89835 -7.54855 0.70908
H -5.59400 2.92522 5.59632
C -3.51534 0.11436 3.05772
H -5.55886 2.09645 4.04396
C -0.77702 -0.48705 3.36864
H 7.81409 -6.14078 0.51319
P -3.74913 1.46088 5.53360
N -6.89254 4.78550 6.84897
N -6.25618 -5.42346 9.48943
O 12.14340 -2.76755 -2.87846
H -8.08693 -0.42052 -9.89701
H -4.86380 1.15015 0.56004
N -6.12752 -1.02996 -9.52055
H 5.72949 0.46051 0.85485
H 8.41884 2.00101 4.26276
O -5.72102 -1.85748 -8.73782
O -6.50186 3.78243 7.40917
O 8.58183 -5.99361 -3.04178
O 0.29709 -1.00705 3.66762
C -4.94798 2.60658 4.77873
C -3.78076 0.90013 -4.57337
O 9.66945 -4.51136 1.23615
H -2.15821 -0.73637 -8.88530
C -2.29490 1.24520 -4.88326
O 13.69819 -4.21842 -2.55130
C -1.38658 -0.63677 2.00947
O -6.73908 -4.70848 8.63454
C 0.24198 5.75199 -5.37277
C 5.80508 -0.60823 1.00020
C 0.91384 -0.82281 0.84105
H -7.81636 0.52308 -2.44515
C -2.62045 2.36969 6.62747
H -2.29839 3.34086 6.25255
H -4.05942 2.71160 -1.65671
C 8.83623 -6.49895 0.44977
C -7.45016 -1.25899 -10.16082
H -8.47092 6.04872 7.36598
O -2.92640 -0.65491 -11.35105
C -2.81537 0.60047 4.27880
I 0.96864 1.07793 -1.53466
H -2.68225 3.25489 -5.68708
C -8.35019 5.08166 6.88824
O -4.23973 0.69342 -1.32435
H 6.73119 -4.42585 -3.99195
H -2.68718 1.76358 -2.19787
C 11.48222 3.03557 -1.42440
H 5.32233 -0.90646 1.92653
H 11.86557 -5.01119 -0.91218
H -3.61112 0.29465 -9.04587
H -3.14242 2.50424 7.57154
C 1.21855 0.65133 0.56853
C -3.93773 0.86405 0.06333
H 7.42137 -3.72737 -2.49846
H -7.85111 -2.19360 -9.78880
H 11.68379 2.06814 -1.86931
H -8.84254 4.29813 7.45073
O 8.84692 1.05146 1.45221
C -2.70495 -0.35002 1.88593
H -8.24055 2.07166 -3.23124
H -4.90742 -3.52138 8.01847
N 12.70188 -3.61728 -2.21702
H -7.84357 -4.89863 10.75698
O 5.66106 -2.04036 -0.83779
F -4.47812 1.01208 -5.72856
C 8.88434 2.36586 3.35206
O -9.05885 1.15911 -0.49404
H 9.24861 -6.31544 -0.53814
O -1.70126 1.10796 -11.21093
O -6.18926 5.56838 6.25102
H -6.26760 -5.18158 11.56076
F -5.70194 1.14392 -3.30733
H -7.28680 -1.29602 -11.23332
O -4.10105 -0.45324 7.94659
C 12.12024 -3.95616 -0.89070
N 8.18680 1.72060 2.20824
F -1.95224 3.34886 -3.81047
N 9.64554 -5.71284 1.41752
H -0.58059 6.37048 -5.71977
O 1.72519 6.62073 -3.82036
O 6.83716 -6.61849 -1.94792
C -6.95921 -5.52232 10.79663
H 0.61830 5.12464 -6.17389
H -0.91320 0.61898 5.23366
H 12.87812 -3.75837 -0.13944
O -4.73575 0.08778 2.99308
O 10.22517 -6.29964 2.30204
O 12.39436 2.39838 0.59683
H -4.49395 3.51013 4.36950
H 12.29691 3.72577 -1.62019
H -5.92995 -2.19440 7.39998
N 7.46344 -5.81890 -2.61332
F -2.02643 0.69959 -6.10813
H 0.56954 1.31129 1.13377
C -0.58439 -1.12089 0.81773
C -4.47511 1.72927 -3.47283
H -7.21628 -6.56605 10.94680
N 5.06711 -1.27244 -0.10958
H -4.40510 -2.61159 6.56786
C -3.49708 -0.49309 0.61911
F -3.81792 -0.39725 -4.17749
H -3.00151 -1.07826 -0.14574
O 6.99235 1.92854 2.09989
C -2.54817 0.20933 -9.24936
H 2.26911 0.83690 0.74459
C -4.91791 -2.56494 7.52439
H 11.24181 -3.34426 -0.72985
C -8.62212 1.16704 -2.76988
H 10.53429 3.43680 -1.76081
O -5.53773 -0.01719 -9.83363
H -0.04311 5.16044 -4.51284
C -1.49461 0.30669 4.37783
H 8.74624 3.43716 3.24936
H -8.70147 5.11289 5.86154
O -3.72527 -1.97764 9.42431
H -1.74710 1.76210 6.85069

## Properties
electronic energy: -5547.0932 hartree
highest occupied orbital energy: -7.50 eV
HOMO-LUMO gap: 6.313 eV